A molecular structure, C86H176F24N8O17P3S8 in a non-equilibrium geometry. Source: the Open Molecules 2025 dataset; level of theory: wB97M-V/def2-TZVPD.

Geometry (Å):
H 1.62915 8.00103 7.43549
H -6.17124 -1.97181 -3.38111
F -5.26463 2.92055 0.62896
N 0.90656 1.07496 -3.73712
H -5.67617 0.82126 5.58004
C 5.41325 -10.20680 1.65853
F 1.03114 2.75291 1.76492
H -8.36228 3.99368 -5.28029
H 5.06012 4.95637 0.92990
H -10.11425 3.42954 1.02630
F 7.11693 -2.02994 -0.40316
H 6.44223 -5.91863 -1.20783
H -7.09774 -2.80414 -8.23548
F -3.85434 2.19139 2.09489
C 2.46621 6.07509 8.03318
S -3.31379 -5.36011 1.32793
C 5.07125 -4.08798 3.64157
H -4.64739 1.42017 -7.06326
N -7.40773 1.12730 3.11455
H 3.50385 13.38842 1.87966
C -9.45322 1.58772 -0.00023
H -6.89654 2.54022 -6.50059
O -1.28032 3.30700 3.13494
H 4.60508 12.38214 2.69124
H 8.73118 -10.06574 -0.20517
C -8.12404 -2.57608 -2.81329
H 2.04713 0.16996 2.18180
H -2.16165 2.40144 -10.14367
H 2.34081 5.98516 5.27457
F -4.81299 -8.56600 3.17549
H 0.56526 6.67917 7.00175
C 8.24096 9.77573 3.64882
H 4.40996 7.02121 6.03784
H -10.48937 3.29284 -0.72061
F 2.24212 4.45084 2.14322
H -4.50739 1.69482 4.60379
H 2.32278 10.71098 5.02467
H 6.55821 9.13376 2.41481
H -10.93921 2.51437 -4.10791
N -0.37513 5.55083 3.64218
H 3.11445 6.25861 -0.26434
H -1.33707 0.99111 -3.64969
H 4.02042 5.38935 -1.30238
H -8.59831 -0.88393 -8.18134
H -8.52432 1.90883 -0.50288
C -6.28704 -0.88276 -5.78751
C -9.16718 3.24219 -5.39045
H 10.17386 -7.41371 0.12214
S -2.93238 2.36728 -0.43852
H 8.72133 8.87385 4.00544
H 1.83390 2.41402 -2.39324
C -1.02519 -1.05666 1.04924
H 10.83256 -4.17558 -2.39986
C -7.61324 1.69650 -6.68073
H 5.01079 1.79453 5.64399
H 7.33318 -7.10749 -2.05459
H -0.72739 0.45588 4.10566
H -9.82937 0.40766 1.75718
H 3.44535 11.68794 1.43617
C -7.50806 -0.68412 -8.44315
H 9.33375 -6.03660 -2.25602
C -7.07696 -2.38192 -3.91587
C 0.84332 2.25363 -2.83790
H 8.80959 9.54301 1.54041
H 10.95103 -10.72243 -0.92434
H 6.24219 -11.52169 0.10270
H -8.77075 -2.17587 -9.99983
H 2.23096 -0.51810 -3.87298
C 6.77042 9.56327 3.36428
H -5.89002 0.79724 1.75607
H 5.02711 7.99042 1.10242
H 10.84730 -2.88489 -1.14671
C 1.58816 -0.12806 -3.10099
N -3.50652 -6.94249 1.23971
H -8.84441 2.61510 2.66319
H -0.11686 -0.83569 -1.89052
H 5.52234 -7.80972 0.35954
F -4.07431 -5.62340 3.82775
P 4.25809 8.29935 4.06909
P 7.85141 -7.18560 0.30623
H -9.54421 3.15143 -3.27055
S 4.51642 -1.62746 -0.71580
C -7.71514 -2.39526 -10.17605
C -8.56172 1.81067 -5.49935
N -3.59305 0.96770 -0.73035
C -8.35354 0.42658 3.99709
H -8.84032 -1.71273 -2.76230
H 4.70181 -11.94152 0.42894
H 1.83758 5.72375 8.85039
H 4.91950 -10.53608 -0.51946
H 5.81467 9.48735 5.36514
C 9.39195 -8.08064 0.40968
H -4.33746 3.13363 -10.27795
S 3.54412 -4.26786 -1.04053
H -2.26188 1.59418 -8.63478
C 6.41704 -4.63786 3.27780
N 0.50110 -0.86488 2.99324
H -5.85827 -1.90458 -9.09732
F -6.61084 0.82591 -1.35760
O -4.56880 -4.73656 1.11881
H 7.53799 -9.67897 1.64862
H -6.87903 -0.72271 2.17413
C -0.46005 -9.17692 -0.31279
C 9.27751 -4.47695 -0.94429
H -0.56302 -2.51583 3.82772
C 0.33775 4.72722 -2.30972
H 4.57057 -3.58663 2.77562
H 4.24418 7.12100 -1.18080
H 1.40084 4.97208 -2.25926
H 11.73912 -9.40674 -0.14398
H -10.67100 4.22151 -4.06120
H -1.38607 -1.28282 -3.85433
H -8.25768 0.11744 0.89941
F -5.58104 2.48422 -2.29143
F 6.41968 0.00704 -0.58479
H 3.84123 2.97642 5.23677
H 1.65495 7.57170 5.04233
H 8.61358 -3.90223 -0.35888
H -9.31969 1.06841 -5.69366
C -5.39939 1.08859 4.54534
H -5.77406 1.26651 -9.84791
C -3.94396 2.95455 1.02965
H 9.36424 -9.02798 -1.45160
F 2.12075 -4.70023 1.26652
H -8.11393 1.87137 -7.62161
C 1.91006 -0.39936 3.08928
F -2.40581 7.18237 2.58249
H -7.59523 -2.80191 -1.80384
O 2.98844 -3.84743 -2.29671
H -2.14557 -1.11308 2.81439
H 11.79098 -11.03337 1.59475
C 10.21337 -3.56314 -1.76164
F 1.53023 -5.81903 -0.43847
O 0.10628 -8.24820 2.08660
H -0.85570 3.38888 -3.56664
O -1.77963 5.40506 5.76288
H 1.19040 -1.01225 1.03932
H 3.38341 6.52456 8.34243
C 3.61373 7.65652 5.71708
H 3.46375 1.57812 6.24685
S -0.11428 4.04922 3.57425
C 1.65115 6.95742 7.04263
H -1.87814 -10.17994 0.81616
H 2.25355 9.11734 3.12268
H 0.05185 -1.44388 -4.89969
H -1.02607 -0.37144 0.22277
C 6.39363 -5.43118 2.02337
H -5.77643 -0.29418 -5.00324
C -6.39466 0.22667 2.50104
C 5.16517 7.02994 1.63003
C 3.20549 9.60641 3.37827
H 6.46935 7.97299 4.89543
H -1.60601 5.50280 -2.88352
F 0.37130 4.67938 1.02689
F -3.45000 5.57567 3.66406
H 6.61912 -8.92527 -0.52639
H 3.58567 8.55856 6.38331
C -8.98729 0.84734 1.21192
F -2.58002 -4.04330 3.52506
H 8.32686 10.48810 4.47041
H 5.13617 -3.49140 4.53259
C -8.24722 1.88322 2.11588
C 5.16232 5.96189 0.55534
C -5.38231 -0.14552 3.60631
H -4.46816 -0.37973 3.12679
H -8.12802 -0.74491 -4.70236
H -9.85792 0.88867 -0.70701
C -5.70002 1.17976 -2.33473
C 6.15213 -1.20736 -0.02515
H -8.81285 -3.36934 -2.98142
H 6.72006 -5.35724 4.08159
F -3.55059 4.16690 1.24460
C 3.59825 12.37558 2.28584
H -9.62283 3.46853 -6.35016
H -7.46827 -0.00072 -9.31384
H -5.78427 -1.00826 4.12547
H 3.56656 1.50598 3.19328
S -4.84114 -7.83512 0.72226
H -7.66354 -4.60461 -9.80078
P -6.61475 0.18713 -7.13960
O -5.57197 -6.95194 -0.11857
C -4.09434 2.69313 -9.31196
C -10.39279 2.75504 0.22885
C -0.57228 5.88549 -2.66874
C 4.21796 6.98128 2.84704
H -2.72738 -9.07014 2.69037
H 9.63512 -2.91849 -2.43492
C 6.49407 -8.37196 0.41373
H -6.56339 -3.92647 -11.01703
C 0.35535 -1.43651 1.58708
C 0.36770 -1.93435 4.04278
H -0.95157 -9.03099 -1.23758
N 4.25312 -3.14405 -0.20881
C -7.50401 -1.53166 -5.07238
H 0.20573 -8.32958 -0.05291
H 9.96950 -11.25752 1.39607
C 1.98219 -4.64227 -0.04807
H 5.52631 -10.89244 2.51060
C -2.70213 6.71519 3.76602
H 3.66108 9.83202 2.41846
H 9.87645 -5.09936 -0.23561
H -1.67202 -8.82913 4.00496
C 8.92954 10.26632 2.38387
H -8.31398 -4.07124 -11.38941
F -6.65680 -9.05493 2.17851
C -1.70012 -0.33828 2.18188
H 8.05259 -6.73674 2.55754
C -2.92360 -5.30047 3.14807
H 3.95954 11.00954 4.72854
H -3.13246 0.89934 -10.01997
H 0.06362 4.33196 -1.35236
H 1.93959 0.63424 -5.55374
O -4.30840 -9.08050 0.31931
H -7.43597 -1.83365 -11.06574
C 0.45053 -1.09989 -2.79179
C 2.58345 12.13092 3.41732
H 6.29132 10.54560 3.47060
C -5.31167 1.84088 -8.99767
H 0.82147 -2.10462 -2.67537
H 7.13416 -3.83337 3.20707
H -8.08473 -2.14155 -5.77064
H 4.45367 -9.67748 1.81960
H 8.60024 -5.37596 1.52401
C 9.50155 -9.31010 -0.41455
C 6.52789 -9.20102 1.64721
H -0.24512 6.53734 -3.48597
C 7.49599 -6.37334 -1.26048
C 10.83051 -9.99563 -0.10956
H 3.13753 6.89558 2.62229
H 0.64788 3.87564 -4.31809
H 1.51576 1.13137 4.50917
C -1.77735 -9.35525 3.12091
H 2.66241 1.78779 -4.49992
H -4.49157 0.09291 -8.28055
H 2.54310 -1.33453 2.96413
O -1.53000 2.25303 0.07981
F -6.29495 0.82363 -3.44265
F 6.03773 -1.06257 1.28490
C -0.42504 -0.88117 -4.05322
H 0.19257 1.98214 -1.99309
C 2.25809 6.98535 5.67424
H -6.16455 2.46230 -8.79604
H 0.38242 -2.51403 1.68400
C 4.14467 6.23193 -0.53155
F -6.18714 -6.97718 2.89574
H 2.82390 5.08113 7.63054
H 1.17552 -2.64492 3.90382
F -1.93608 -6.09838 3.44868
C 2.25136 0.30833 4.32669
H -5.60181 -1.70655 -6.06280
C -0.85617 -8.91533 1.99936
H -6.71194 -3.40961 -4.29443
O 3.57127 -0.84587 -0.00525
H 9.61470 -8.33468 1.45181
C -5.74971 -8.07782 2.38806
F -3.49864 7.61960 4.45337
O -3.35020 0.86928 -3.27052
H 5.62367 -6.26872 2.11084
H 9.96820 10.36547 2.68478
N -1.33892 -9.33807 0.76226
H -11.41687 2.45484 0.45251
C -0.43204 0.60031 -4.21866
H -7.84710 -0.06484 4.77789
H -0.20842 1.21674 2.57211
H 1.31652 2.30442 -5.50001
H -8.95821 -0.20561 3.43035
H 1.56666 11.94555 2.97344
H 6.20714 7.03726 1.97983
H 4.45314 6.03362 3.40070
H -1.72339 -10.44395 3.31483
F 1.10469 -3.65306 -0.32545
O -2.10928 -5.11843 0.57687
O 0.72880 3.42605 4.58657
C 5.31004 -11.09001 0.36941
H 2.20359 0.25353 -2.24500
H 8.08763 -4.95202 -2.69599
C -5.12298 0.87801 -7.87165
H 6.17107 6.03070 0.11467
H 8.61917 11.25961 2.02443
C 0.92436 4.05121 2.00457
H 2.49667 12.94302 4.16571
H -7.97722 1.50164 -4.64655
C 10.83503 -10.59377 1.32744
H 4.39544 0.22569 3.97906
C -10.13275 3.27142 -4.21030
O -0.56237 7.46154 5.20261
C -6.50650 1.98548 3.97402
H 10.53229 -9.85982 1.99697
C 3.02907 10.85332 4.19609
C 8.52892 -5.47324 -1.82503
C -2.82894 1.84286 -9.51958
O -4.39029 -0.94901 -1.86095
C 3.64661 1.00163 4.16867
H 4.39521 -4.95020 3.87806
C 5.94953 8.86577 4.49867
O 4.70147 -1.45166 -2.15224
H -9.05562 1.18654 4.36282
C -0.56418 0.28085 3.02962
H 6.15955 -4.71469 1.26874
C 1.71009 1.46391 -4.90335
C 3.99819 1.86633 5.34923
S -1.21455 6.25134 4.80425
H -1.61431 -1.96121 0.86336
O 4.33560 -5.47461 -0.95371
H -7.51358 2.44709 1.57073
H -3.79396 3.51685 -8.73039
C -6.90808 -1.99410 -8.95180
H 0.40340 -1.57413 5.01212
H -0.54905 0.81639 -5.27153
O -3.17340 3.45018 -1.35551
H -7.13951 2.45136 4.73882
H 2.19178 -0.39368 5.18604
H -2.59906 -7.37614 1.19713
H 6.50720 -8.56654 2.55425
C -7.56138 -3.88945 -10.58166
S -4.03872 0.40638 -2.08812
H 0.04776 -10.17370 -0.41819
C 0.21735 3.57283 -3.37564
H -6.14962 2.82960 3.32382
H -0.68336 6.49392 -1.79616
H -2.47739 0.36171 1.88139
C 7.78403 -6.10144 1.73016

Results
- orbital gap (Eh) = 0.350
- E_LUMO (Ha) = -0.145
- charge = +3
- E_tot (eV) = -318508.079